Computed, not measured: C20H26O3 in the gas phase, with wB97M-V/def2-TZVPD.

Calculated values
DFT total energy ... -27302.520 eV
Structure (SMILES) ... C=C/C=C\CC1=C[C@@H](OC(=O)[C@@H]2[C@@H](C=C(C)C)C2(C)C)CC1=O

Geometry as XYZ:
```
49
Properties=species:S:1:pos:R:3:mulliken_charge:R:1
C -0.43 -1.22 -5.14 -1.03
C -1.50 -1.27 -4.34 0.08
C -1.68 -2.28 -3.33 -0.10
C -2.71 -2.39 -2.49 -0.25
C -3.88 -1.45 -2.42 -1.44
C -3.51 -0.29 -1.55 0.92
C -3.34 -0.25 -0.23 -0.81
C -2.96 1.11 0.28 0.10
O -1.90 1.11 1.23 -0.35
C -0.78 0.41 0.92 0.10
O -0.64 -0.20 -0.11 -0.58
C 0.21 0.53 2.00 -0.63
C 1.68 0.39 1.65 0.12
C 2.65 1.35 2.19 -1.04
C 3.83 1.65 1.63 1.26
C 4.76 2.64 2.26 -1.54
C 4.31 1.02 0.36 -1.37
C 1.02 -0.67 2.48 1.51
C 0.78 -2.02 1.85 -1.61
C 1.30 -0.75 3.96 -1.66
C -2.68 1.90 -1.00 -0.82
C -3.23 1.05 -2.12 0.45
O -3.42 1.40 -3.26 -0.62
H -0.31 -0.46 -5.88 0.30
H 0.36 -1.96 -5.07 0.26
H -2.26 -0.51 -4.44 0.21
H -0.88 -3.02 -3.27 0.30
H -2.70 -3.18 -1.75 0.36
H -4.14 -1.07 -3.40 0.42
H -4.74 -1.97 -2.00 0.42
H -3.45 -1.08 0.46 0.46
H -3.79 1.55 0.84 0.49
H -0.07 1.26 2.75 0.42
H 1.85 0.11 0.61 0.53
H 2.37 1.84 3.11 0.16
H 4.95 3.46 1.56 0.36
H 4.35 3.05 3.17 0.33
H 5.71 2.17 2.48 0.35
H 3.62 1.21 -0.46 0.33
H 5.28 1.42 0.08 0.40
H 4.40 -0.06 0.47 0.33
H 1.68 -2.63 1.92 0.42
H -0.03 -2.54 2.36 0.36
H 0.52 -1.92 0.80 0.32
H 0.50 -1.29 4.46 0.42
H 1.39 0.23 4.41 0.36
H 2.23 -1.29 4.13 0.36
H -3.10 2.91 -1.01 0.43
H -1.60 1.99 -1.16 0.21
```